C44H96BF4N4 | ωB97M-V with the def2-TZVPD basis set

## Properties
Orbital gap ... 9.496 eV
LUMO ... -4.251 eV
Energy above the lowest of the compared OMol25 structures with the same formula, charge and spin ... 311.9 kJ/mol
Multiplicity ... 1
Charge ... +3

Last column: Löwdin charge in e.
Positions of all 149 atoms, in Å:
1 B -4.47851 11.34347 -7.27466  -1.452
2 F -5.64780 12.01842 -7.21585  0.115
3 F -3.57278 12.29415 -7.59783  0.135
4 F -4.24804 10.79488 -6.01408  0.091
5 F -4.60928 10.35599 -8.21857  0.111
6 C -10.16166 16.88688 -3.05769  -0.089
7 C -9.86619 16.16648 -4.43028  -0.198
8 C -8.52546 16.49610 -5.23775  -0.169
9 C -8.23084 17.95549 -5.46460  -0.060
10 N -7.04929 18.28384 -6.53667  -0.175
11 C -6.81656 19.78084 -6.60898  -0.126
12 C -7.80489 20.29415 -7.60320  -0.150
13 C -7.79055 19.22005 -8.66488  -0.175
14 C -7.55641 17.91679 -7.96310  -0.082
15 C -5.72380 17.66146 -6.24301  -0.119
16 C -5.28471 17.58407 -4.73912  -0.222
17 C -4.18236 16.55341 -4.55365  -0.089
18 H -11.14708 16.56423 -2.72160  0.069
19 H -10.28886 17.95557 -3.23036  0.067
20 H -9.48985 16.56559 -2.26173  0.073
21 H -10.64187 16.52556 -5.10666  0.097
22 H -9.87766 15.09136 -4.25117  0.103
23 H -8.57091 16.02461 -6.21945  0.107
24 H -7.74164 15.93935 -4.72419  0.109
25 H -7.99736 18.63368 -4.64384  0.131
26 H -8.97571 18.51202 -6.03339  0.121
27 H -5.80542 19.99645 -6.95425  0.136
28 H -6.80038 20.33231 -5.66892  0.145
29 H -7.48274 21.20650 -8.10511  0.135
30 H -8.81394 20.37253 -7.19850  0.123
31 H -6.95872 19.27819 -9.36687  0.120
32 H -8.65131 19.24413 -9.33316  0.129
33 H -6.75561 17.40100 -8.49298  0.134
34 H -8.49060 17.35530 -7.95153  0.130
35 H -4.93418 18.18169 -6.78519  0.137
36 H -5.86814 16.63029 -6.56543  0.131
37 H -6.06908 17.23374 -4.06820  0.091
38 H -4.98105 18.55454 -4.34661  0.115
39 H -3.29708 17.10385 -4.87209  0.078
40 H -4.26882 15.59904 -5.07308  0.090
41 H -3.96115 16.36925 -3.50233  0.085
42 C 4.18468 -1.15393 -12.84191  -0.113
43 C 3.91666 0.28487 -12.49033  -0.245
44 C 3.24699 0.59207 -11.08581  -0.150
45 C 3.18933 2.06707 -10.69662  -0.121
46 N 1.99629 2.52777 -9.83129  -0.174
47 C 1.85264 4.08582 -9.59436  -0.058
48 C 0.37521 4.37092 -9.30345  -0.181
49 C -0.27389 3.21158 -9.80758  -0.222
50 C 0.65384 2.34166 -10.60952  -0.069
51 C 1.88643 1.80511 -8.40358  -0.017
52 C 3.31274 1.78304 -7.64580  -0.206
53 C 3.26544 1.64198 -6.08081  -0.089
54 H 3.25869 -1.72581 -12.90197  0.079
55 H 4.91050 -1.61773 -12.17395  0.082
56 H 4.61516 -1.16136 -13.84328  0.082
57 H 3.28166 0.67596 -13.28527  0.109
58 H 4.90581 0.74224 -12.51268  0.112
59 H 3.76892 0.03806 -10.30558  0.115
60 H 2.19158 0.32738 -11.15025  0.096
61 H 3.07682 2.67670 -11.59317  0.125
62 H 4.06734 2.52849 -10.24464  0.129
63 H 2.55693 4.31655 -8.79508  0.126
64 H 2.24114 4.70044 -10.40640  0.135
65 H 0.08997 4.64613 -8.28807  0.134
66 H 0.08161 5.26096 -9.85998  0.129
67 H -0.65999 2.74380 -8.90192  0.122
68 H -1.14012 3.40810 -10.43935  0.137
69 H 0.50480 1.26932 -10.73593  0.128
70 H 0.82990 2.79507 -11.58498  0.141
71 H 1.57631 0.78878 -8.64649  0.127
72 H 1.08784 2.26769 -7.82360  0.117
73 H 4.08492 2.53195 -7.82179  0.100
74 H 3.92478 0.91607 -7.89453  0.094
75 H 2.70128 0.73847 -5.84951  0.076
76 H 2.74721 2.53538 -5.73242  0.069
77 H 4.21838 1.59715 -5.55356  0.083
78 C -15.27585 8.63134 -5.93421  -0.083
79 C -14.12438 8.86558 -6.93107  -0.252
80 C -12.76037 8.58104 -6.36714  -0.195
81 C -12.38606 7.17319 -5.71139  -0.057
82 N -10.86590 7.18041 -5.30265  -0.183
83 C -9.89274 7.34192 -6.51525  -0.088
84 C -9.11033 6.09712 -6.61909  -0.176
85 C -9.08816 5.43787 -5.23771  -0.110
86 C -10.51515 5.80978 -4.75313  -0.099
87 C -10.64938 8.34785 -4.30145  -0.109
88 C -9.50191 8.26714 -3.30153  -0.211
89 C -9.30890 9.50709 -2.33985  -0.066
90 H -15.09439 9.01357 -4.92968  0.081
91 H -15.22109 7.55305 -5.78458  0.063
92 H -16.26163 8.78417 -6.37351  0.083
93 H -14.11140 9.91561 -7.22323  0.113
94 H -14.18411 8.22089 -7.80795  0.114
95 H -12.60120 9.28164 -5.54743  0.098
96 H -11.98066 8.77554 -7.10357  0.103
97 H -12.56548 6.30872 -6.35061  0.131
98 H -12.93353 6.99787 -4.78530  0.128
99 H -9.26295 8.21025 -6.32172  0.144
100 H -10.51149 7.38463 -7.41159  0.128
101 H -8.14888 6.40263 -7.03186  0.133
102 H -9.55698 5.42821 -7.35473  0.124
103 H -8.31840 5.95158 -4.66181  0.108
104 H -8.92347 4.36039 -5.24124  0.126
105 H -10.61684 5.82386 -3.66797  0.128
106 H -11.19426 5.05873 -5.15664  0.131
107 H -11.55237 8.40347 -3.69350  0.136
108 H -10.69169 9.14503 -5.04362  0.118
109 H -8.51608 8.05306 -3.71432  0.107
110 H -9.65491 7.44894 -2.59779  0.104
111 H -10.15782 9.68629 -1.68005  0.075
112 H -9.23700 10.35337 -3.02304  0.071
113 H -8.41021 9.47234 -1.72402  0.082
114 C -6.96456 11.15427 -13.34523  -0.100
115 C -6.37613 11.55404 -14.67609  -0.228
116 C -5.14807 12.50859 -14.32402  -0.199
117 C -4.44367 12.86698 -15.62309  -0.121
118 N -3.36129 13.98456 -15.52591  -0.198
119 C -2.77301 14.16318 -16.84654  -0.126
120 C -2.44059 15.64680 -17.08179  -0.128
121 C -3.22845 16.41308 -15.97471  -0.123
122 C -4.01162 15.33066 -15.17088  -0.074
123 C -2.28604 13.58285 -14.39950  -0.047
124 C -1.05234 14.55208 -14.42400  -0.201
125 C 0.16866 13.88789 -13.75283  -0.088
126 H -7.47515 10.20627 -13.51462  0.082
127 H -7.57805 11.99025 -13.00928  0.084
128 H -6.11790 11.07076 -12.66384  0.077
129 H -7.01606 12.11275 -15.35906  0.112
130 H -5.86935 10.73079 -15.17962  0.110
131 H -4.46096 12.09105 -13.58806  0.106
132 H -5.42989 13.39549 -13.75650  0.111
133 H -5.08852 13.07172 -16.47770  0.134
134 H -3.90477 11.98168 -15.96064  0.134
135 H -1.89625 13.52005 -16.77053  0.141
136 H -3.48467 13.92102 -17.63584  0.141
137 H -1.36750 15.81181 -16.98509  0.099
138 H -2.71569 16.03364 -18.06300  0.120
139 H -2.54585 17.02240 -15.38236  0.112
140 H -3.91816 17.12357 -16.43035  0.114
141 H -3.68975 15.58728 -14.16160  0.113
142 H -5.09570 15.40421 -15.08447  0.136
143 H -1.96312 12.57362 -14.65502  0.130
144 H -2.76755 13.59070 -13.42166  0.131
145 H -1.43213 15.33304 -13.76525  0.107
146 H -0.70661 15.03134 -15.33991  0.097
147 H 1.05898 14.51038 -13.84191  0.081
148 H 0.57927 12.95616 -14.14190  0.078
149 H -0.01034 13.68040 -12.69784  0.082